Formula: C21H42O21
Source: the OMol25 dataset
Level of theory: wB97M-V/def2-TZVPD

Last column: Mulliken charge in e.
Cartesian coordinates (Å):
C 1.191 4.736 -5.037  -0.612
O 0.844 5.989 -4.434  -0.292
C -0.353 6.603 -4.677  0.745
O -1.037 6.503 -5.696  -0.564
O -0.557 7.442 -3.678  -0.284
C -1.881 8.041 -3.441  -0.706
H 1.338 4.821 -6.113  0.288
H 0.459 3.965 -4.797  0.293
H 2.158 4.490 -4.598  0.225
H -1.949 8.914 -2.790  0.294
H -2.620 7.318 -3.097  0.289
H -2.440 8.303 -4.339  0.323
C 1.804 -8.698 13.200  -0.616
O 1.002 -8.010 12.233  -0.313
C 1.415 -7.759 10.980  0.708
O 2.131 -8.421 10.387  -0.454
O 0.833 -6.617 10.539  -0.313
C 0.734 -6.239 9.173  -0.589
H 2.057 -8.083 14.063  0.250
H 2.767 -8.926 12.743  0.321
H 1.322 -9.594 13.592  0.229
H 1.732 -5.992 8.811  0.265
H 0.050 -5.397 9.065  0.217
H 0.208 -7.063 8.690  0.296
C 0.431 -2.074 -3.568  -0.673
O 1.339 -2.389 -2.493  -0.286
C 1.231 -1.755 -1.405  0.830
O 0.461 -0.814 -1.200  -0.608
O 1.851 -2.498 -0.444  -0.324
C 1.734 -2.280 0.971  -0.665
H -0.605 -2.143 -3.237  0.327
H 0.517 -3.019 -4.103  0.272
H 0.762 -1.249 -4.199  0.280
H 1.434 -3.111 1.610  0.263
H 1.092 -1.422 1.172  0.321
H 2.687 -1.869 1.305  0.263
C -4.187 -2.236 2.382  -0.611
O -4.826 -1.306 3.288  -0.288
C -4.280 -1.167 4.476  0.779
O -3.419 -1.846 5.009  -0.561
O -4.850 -0.090 5.057  -0.311
C -4.357 0.473 6.277  -0.585
H -4.550 -2.168 1.357  0.234
H -4.490 -3.233 2.702  0.279
H -3.114 -2.046 2.374  0.290
H -4.406 -0.257 7.085  0.275
H -4.885 1.384 6.559  0.210
H -3.298 0.637 6.075  0.287
C 8.868 3.990 6.574  -0.654
O 8.290 3.057 5.661  -0.292
C 7.377 3.520 4.827  0.788
O 6.546 4.417 5.141  -0.607
O 7.372 2.745 3.851  -0.275
C 6.556 2.889 2.692  -0.597
H 9.026 4.975 6.136  0.310
H 9.843 3.651 6.923  0.248
H 8.193 4.179 7.408  0.277
H 5.517 2.702 2.964  0.291
H 6.986 2.153 2.013  0.208
H 6.660 3.913 2.333  0.303
C 0.248 -4.557 -11.813  -0.682
O 1.167 -4.072 -12.797  -0.295
C 2.391 -3.602 -12.416  0.773
O 2.722 -3.374 -11.284  -0.542
O 3.122 -3.259 -13.499  -0.304
C 4.482 -2.920 -13.511  -0.621
H 0.658 -4.650 -10.808  0.323
H -0.051 -5.585 -12.019  0.271
H -0.623 -3.910 -11.706  0.263
H 4.608 -2.077 -12.832  0.310
H 4.543 -2.502 -14.516  0.233
H 5.159 -3.770 -13.420  0.271
C -9.609 5.406 -3.049  -0.660
O -8.580 4.422 -2.831  -0.285
C -7.732 4.508 -1.877  0.798
O -7.651 5.380 -0.986  -0.588
O -6.936 3.385 -1.973  -0.306
C -5.902 3.177 -1.079  -0.616
H -9.338 6.252 -3.681  0.290
H -10.185 5.712 -2.176  0.316
H -10.295 4.792 -3.633  0.262
H -4.962 3.712 -1.212  0.253
H -5.630 2.123 -1.144  0.225
H -6.322 3.366 -0.091  0.311

Results
Frontier orbital gap (Ha): 0.3943
SMILES: COC(=O)OC.COC(=O)OC.COC(=O)OC.COC(=O)OC.COC(=O)OC.COC(=O)OC.COC(=O)OC
M (g/mol): 630.55
ΔE to the lowest compared entry with this formula, charge and spin (eV): 4.849